# 1
{
  "formula": "ClKO10SV",
  "method": "the ωB97M-V functional and the def2-TZVPD basis",
  "elements": ["O", "V", "O", "K", "S", "O", "O", "O", "O", "Cl", "O", "O", "O", "O"],
  "coordinates": [[0.147445, -0.079712, -0.927572], [-1.083403, 0.926666, -0.568894], [-2.462770, 0.457515, -1.285013], [-2.857870, -0.393551, -3.974910], [-1.841652, 2.289643, 1.626171], [-3.333824, 2.261487, 1.759597], [-1.154644, 2.836757, 2.777556], [-1.825565, 0.815634, 1.378017], [-1.400348, 3.044615, 0.407165], [3.172735, -2.420228, -0.258695], [1.776127, -2.486001, -0.170046], [3.863622, -3.610714, 0.152751], [3.420632, -2.208756, -1.644160], [3.579516, -1.433361, 0.728030]],
  "atomic_forces_ev_per_a": [[-2.706, 2.563, 0.323], [-0.266, -1.528, 2.778], [1.304, 0.271, -1.035], [0.230, 0.076, 0.812], [-6.261, 2.609, 3.674], [1.115, 2.572, 0.101], [0.368, -1.074, -0.746], [4.917, -3.014, -3.403], [1.296, -2.385, -2.387], [0.890, -0.143, 2.187], [-3.037, -1.057, 0.617], [-0.095, -1.214, -0.290], [1.600, 1.259, -1.307], [0.644, 1.063, -1.325]],
  "mulliken_charge": [-0.70, 1.53, -0.77, 0.94, 1.52, -0.70, -0.62, -0.53, -0.68, 1.65, -0.62, -0.68, -0.66, -0.66],
  "total_charge": -1,
  "spin_multiplicity": 1
}


# 2
{
  "formula": "C15H22N2O5P3S",
  "method": "the ωB97M-V functional and the def2-TZVPD basis",
  "elements": ["C", "C", "P", "C", "C", "C", "C", "C", "C", "C", "P", "O", "O", "O", "N", "P", "S", "N", "H", "H", "H", "H", "H", "H", "H", "H", "H", "H", "H", "H", "H", "H", "H", "H", "H", "H", "C", "C", "C", "O", "C", "C", "C", "O", "H", "H", "H", "H"],
  "coordinates": [[-1.180333, 2.035166, -3.612704], [-1.464747, 1.638789, -2.140586], [-0.638927, -0.003955, -1.809337], [-1.960184, -1.235218, -2.304638], [-1.311067, -2.628645, -2.632847], [-0.698721, -0.122029, 0.056569], [-0.793670, -1.429865, 0.603750], [-0.865287, -1.478267, 1.980358], [-0.834553, -0.236650, 2.623956], [-0.954690, -0.255337, 4.148208], [-2.720275, 0.004490, 4.585793], [-3.393400, 0.590681, 3.422445], [-2.881835, 0.844623, 5.925349], [-3.347656, -1.455801, 4.814547], [-0.711091, 0.936514, 2.023142], [-0.664115, 2.560096, 2.869276], [-1.386572, 3.882894, 1.695090], [-0.638291, 1.011556, 0.699095], [-1.676668, 2.990497, -3.797931], [-0.093846, 2.141106, -3.714684], [-1.487947, 1.254690, -4.316011], [-2.539693, 1.586299, -1.937327], [-0.946674, 2.353602, -1.491977], [-2.680626, -1.331785, -1.481896], [-2.488121, -0.873140, -3.191911], [-1.693356, -2.995186, -3.586966], [-0.230106, -2.465019, -2.713278], [-1.513307, -3.360200, -1.842779], [-0.815417, -2.335335, 0.007742], [-0.941932, -2.420946, 2.510342], [-0.689358, -1.265305, 4.485349], [-0.252104, 0.416882, 4.650039], [-3.229019, 0.245050, 6.609837], [-3.894465, -1.667231, 4.044005], [0.726459, 2.789225, 2.985236], [-1.305991, 2.445517, 4.112678], [3.344422, -0.296297, -1.012229], [4.486551, 0.298151, -0.679969], [5.585226, 0.460321, -1.666920], [6.624327, 0.999549, -1.362678], [5.356567, -0.064938, -3.035499], [4.212349, -0.659399, -3.365597], [3.117332, -0.821118, -2.380725], [2.072329, -1.360938, -2.681068], [2.532148, -0.424741, -0.307172], [4.671005, 0.688103, 0.313169], [6.167576, 0.062761, -3.740839], [4.027758, -1.049217, -4.358409]],
  "atomic_forces_ev_per_a": [[0.251, -0.283, 0.821], [0.504, -0.500, -0.225], [-0.366, 0.641, -0.236], [0.479, -0.758, 0.507], [-0.049, 0.933, 0.178], [-0.557, -0.526, -2.865], [-0.014, 0.508, 1.729], [0.107, 0.282, -1.720], [-0.049, -0.159, 2.822], [0.266, -0.444, 0.160], [-1.316, 0.056, -1.450], [0.417, 0.667, -0.252], [0.390, -1.409, -0.050], [0.801, 0.230, 0.778], [0.199, -1.490, 0.268], [-0.395, 2.316, -1.890], [-0.055, -0.246, 0.455], [-0.039, 0.201, 0.632], [0.103, -0.219, -0.340], [-0.232, 0.181, -0.182], [-0.196, 0.303, 0.011], [0.206, 0.166, 0.179], [-0.453, -0.010, 0.048], [-0.115, 0.110, -0.326], [0.153, 0.270, 0.261], [0.094, -0.162, 0.209], [-0.154, -0.433, -0.131], [0.027, 0.024, -0.258], [0.045, 0.281, -0.186], [-0.021, 0.285, 0.209], [0.015, 0.239, -0.001], [-0.244, 0.043, -0.068], [0.006, 0.473, 0.284], [-0.159, 0.062, 0.122], [-0.198, -0.819, 0.609], [0.370, -0.631, -0.075], [0.056, 0.028, 0.038], [-0.122, -0.024, 0.071], [0.109, 0.028, -0.050], [-0.026, 0.006, 0.038], [-0.070, -0.050, -0.067], [0.059, 0.079, -0.015], [-0.023, -0.052, -0.112], [0.172, -0.193, 0.065], [-0.023, -0.021, -0.029], [0.063, 0.017, -0.020], [0.027, 0.014, 0.036], [-0.040, -0.015, 0.015]],
  "mulliken_charge": [-1.19, -0.55, 0.39, -0.87, -0.92, 0.03, -0.06, -0.97, 1.01, -1.64, 0.95, -0.58, -0.49, -0.53, 0.68, 0.17, -0.25, -0.60, 0.38, 0.32, 0.32, 0.35, 0.31, 0.53, 0.50, 0.33, 0.22, 0.28, 0.42, 0.45, 0.49, 0.59, 0.35, 0.36, 0.13, 0.12, -0.06, -0.42, 0.30, -0.52, -0.40, -0.40, 0.35, -0.49, 0.34, 0.41, 0.41, 0.44],
  "total_charge": 1,
  "spin_multiplicity": 1
}


no.,energy (Ha),E_HOMO (eV)
1,-3154.50917,-5.153
2,-2492.50490,-11.380